Molecular formula: C22H38Cl3IrN3O3SSi2
Method: DFT, ωB97M-V/def2-TZVPD

Properties
Expectation value of S² = 0.7640
HOMO level (spin up / spin down) = -13.21 / -13.22 eV
Kohn-Sham gap (spin up / spin down) = 0.213 / 0.215 hartree
E_tot = -3711.92684 a.u.
Maximum force = 10.24 eV/Å

Geometry as ORCA input:
```
! RIJCOSX wB97M-V def2-TZVPD def2/J DEFGRID3
* xyz 2 2
Ir 0.01409 -0.38234 -0.27384
Cl 5.52620 0.78299 5.63378
C 4.54645 0.62066 4.23182
C 3.29896 -0.02137 4.33736
C 2.56135 -0.03938 3.19457
Cl 2.15891 0.32076 1.68969
C 3.12136 -0.77413 0.58388
O 3.66180 -1.46258 -0.14788
C 4.40359 1.70125 1.93766
Cl 5.45536 2.39371 0.73575
C 5.02966 1.23834 3.07481
H 2.92742 -0.37729 5.28827
H 6.09130 1.45955 3.12022
C 2.17848 -0.75988 -4.31453
C 1.07669 0.25567 -4.62299
C 0.70390 0.71405 -3.23375
O 0.69183 -0.52138 -2.45926
C 1.68385 -1.43207 -3.03742
H 3.12410 -0.24741 -4.13645
H 2.32841 -1.48213 -5.11329
H 0.22513 -0.22751 -5.10311
H 1.41738 1.07627 -5.25039
H -0.28095 1.16762 -3.13798
H 1.45771 1.38599 -2.81801
H 1.16144 -2.36720 -3.24384
H 2.47588 -1.61030 -2.31353
C -2.94574 2.80077 0.24793
Si -2.71626 1.14686 1.09372
C -4.36981 0.52098 1.68195
C -1.71086 1.40001 2.65694
C -1.96198 0.07773 -0.35275
Si -3.09208 -1.39270 -0.95308
C -3.75368 -2.46141 0.42611
C -2.09315 -2.53107 -2.08138
C -4.38633 -0.55287 -1.99590
H -3.28485 3.55644 0.95987
H -3.69363 2.74178 -0.54601
H -2.00752 3.14719 -0.19304
H -4.79785 1.29806 2.32116
H -4.29210 -0.38543 2.28048
H -5.07841 0.34158 0.87259
H -1.99183 0.68684 3.43501
H -1.94171 2.39739 3.03932
H -0.63080 1.35245 2.52800
H -1.92582 0.77856 -1.20469
H -3.00521 -2.63389 1.20382
H -4.01467 -3.43541 0.00494
H -4.64724 -2.06594 0.90077
H -1.86191 -3.47062 -1.57765
H -1.16709 -2.07785 -2.43315
H -2.68349 -2.77776 -2.96714
H -4.95938 0.19323 -1.44177
H -5.10003 -1.28529 -2.38022
H -3.92545 -0.05726 -2.85269
C 3.00514 1.73575 1.57867
N 2.45970 2.90108 1.04975
C 1.42334 2.96468 0.11521
N 1.16111 4.20649 -0.32412
O 0.76908 1.99429 -0.28695
H 0.98521 1.04352 2.11752
H 1.42312 0.63994 0.48459
H 1.01749 -0.65091 1.56119
H 3.01133 3.73410 1.19227
H 1.64479 5.02853 -0.00636
H 0.42968 4.32282 -1.00497
S 0.55938 -3.96358 2.21680
C 1.05883 -4.27261 0.60885
C 0.63411 -3.29115 -0.21330
N -0.07118 -2.27752 0.42052
C -0.15388 -2.52067 1.72659
H 1.59754 -5.16871 0.34794
H 0.76025 -3.25651 -1.28126
H -0.71640 -1.89383 2.40237
*
```

Molecular formula: C22H38IN7O2Si
Method: DFT, ωB97M-V/def2-TZVPD

Properties
HOMO level = -9.66 eV
Kohn-Sham gap = 0.358 hartree
E_tot = -1981.95159 a.u.
Maximum force = 4.71 eV/Å
Structure (SMILES) = CC(C)CC[Si@](O)(I)C[C@@H]1CO1.CC#N.CC#N.CC#N.CC#N.CC#N.CC#N.CC#N

Geometry as ORCA input:
```
! RIJCOSX wB97M-V def2-TZVPD def2/J DEFGRID3
* xyz 0 1
C 0.40520 0.20191 2.62448
C -0.33441 0.96244 1.40644
C -0.40899 -0.08578 0.21969
C -1.73878 1.42617 1.98494
C -2.84431 1.78992 0.89844
Si -4.48466 0.98045 1.52477
O -4.54350 1.34716 3.23259
I -4.49946 -1.48028 1.29254
C -6.02552 1.78642 0.74295
C -7.31277 1.08661 1.57680
C -8.34508 0.24309 0.62775
O -8.65754 1.63478 1.25924
H 0.00934 -0.85849 2.57870
H 0.08027 0.60628 3.62397
H 1.51680 0.12909 2.48493
H 0.29522 1.87202 1.18991
H 0.66846 -0.33765 -0.05253
H -0.81981 0.46515 -0.68581
H -0.98286 -1.02508 0.46601
H -2.07516 0.66710 2.75579
H -1.53697 2.38180 2.57572
H -2.67010 1.35056 -0.12527
H -2.98177 2.91018 0.73665
H -4.28942 2.28716 3.32174
H -6.06125 2.88582 0.98425
H -6.19225 1.53489 -0.34020
H -7.09910 0.66731 2.64663
H -8.21085 0.28740 -0.48343
H -8.82271 -0.60308 1.19726
C -4.46324 -0.30580 -2.61219
C -3.28253 0.54612 -2.74977
N -2.35436 1.21517 -2.85790
H -4.19269 -1.36267 -2.57584
H -5.01814 -0.08213 -1.69925
H -5.15019 -0.17432 -3.45064
C 5.43483 -0.04018 3.01226
C 4.24030 0.69637 3.42078
N 3.29732 1.27021 3.74216
H 5.36320 -0.35540 1.96489
H 6.33641 0.56809 3.11012
H 5.58086 -0.93678 3.61858
C -3.19729 -1.70560 5.37424
C -1.87644 -1.76251 4.74766
N -0.84003 -1.80732 4.25157
H -3.74601 -2.63894 5.23546
H -3.12257 -1.52755 6.44859
H -3.80609 -0.90275 4.95156
C 3.23256 0.59005 -1.69994
C 4.16951 0.06606 -0.70718
N 4.90396 -0.34296 0.07691
H 2.95538 1.62396 -1.48458
H 3.66005 0.57032 -2.70390
H 2.30969 0.00721 -1.72972
C 5.87175 -3.13148 -2.55387
C 5.74298 -1.81567 -3.17830
N 5.64152 -0.77965 -3.66804
H 6.27167 -3.86826 -3.25288
H 6.54162 -3.10049 -1.69269
H 4.90721 -3.50322 -2.20362
C 9.20008 0.45582 -3.69369
C 10.13703 -0.06735 -2.69911
N 10.87268 -0.47819 -1.91796
H 8.92307 1.48944 -3.47949
H 9.62852 0.43630 -4.69746
H 8.27820 -0.12842 -3.72154
C -1.02113 -0.54743 -5.23311
C -0.12004 -0.84480 -4.12038
N 0.58734 -1.07828 -3.24638
H -0.66080 0.29598 -5.82446
H -1.11926 -1.40059 -5.90705
H -2.02166 -0.29329 -4.87945
*
```

Molecular formula: C22H38N4O4S2Si4Tc
Method: DFT, ωB97M-V/def2-TZVPD

Properties
Expectation value of S² = 3.9502
HOMO level (spin up / spin down) = -7.00 / -7.18 eV
Kohn-Sham gap (spin up / spin down) = 0.218 / 0.212 hartree
E_tot = -3416.32660 a.u.
Maximum force = 2.47 eV/Å

Geometry as ORCA input:
```
! RIJCOSX wB97M-V def2-TZVPD def2/J DEFGRID3
* xyz 0 4
Tc -0.11687 1.16643 -0.45601
O 0.90632 1.35751 -4.42770
C 0.73670 1.06751 -3.13604
O 0.01710 1.80909 -2.42104
C 1.37843 -0.07422 -2.55098
C 2.18812 -1.01108 -3.19427
C 2.74084 -2.03720 -2.42012
C 2.47281 -2.11979 -1.07638
C 1.61479 -1.15395 -0.46123
N 1.10322 -0.13337 -1.22913
C 1.20841 -1.12864 0.85234
O 1.65996 -1.99187 1.80717
O 0.31683 -0.23329 1.31562
H 0.44211 2.18554 -4.62729
H 2.38007 -0.91189 -4.24693
H 3.38816 -2.76805 -2.87723
H 2.90265 -2.91714 -0.48710
H 2.31432 -2.58739 1.42486
C -4.41908 0.45788 -2.06949
C -3.23761 0.96213 -1.29425
S -1.97755 -0.19396 -1.02773
C -3.14946 2.23593 -0.82776
C -4.23713 3.24905 -1.01248
S -1.78377 2.80394 0.07148
H -4.21875 -0.54781 -2.42939
H -4.61803 1.10398 -2.92549
H -5.30830 0.43620 -1.44119
H -4.86512 3.01566 -1.86725
H -3.78269 4.22718 -1.14301
H -4.86056 3.28509 -0.11985
N 1.25088 2.39488 0.20403
C 2.11044 3.13251 0.52440
N 2.90538 4.02221 0.84836
C 4.10973 4.08770 1.29284
N 5.17347 4.23489 1.71076
C -2.05360 0.77648 5.40698
Si -1.93630 1.09437 3.51898
C -3.59442 0.56063 2.72102
C -1.77513 2.99940 3.37570
Si -0.12564 -0.40619 3.03993
Si -1.00017 -2.67688 3.17051
C 0.15238 -4.20429 2.95084
C -1.76756 -2.92694 4.90668
C -2.39468 -2.90392 1.86756
Si 1.88684 0.50963 3.99622
C 1.74555 2.41603 3.89108
C 2.02664 0.01549 5.83881
C 3.51298 0.05421 3.08948
H -3.01915 1.06138 5.81032
H -1.30277 1.34757 5.94326
H -1.89594 -0.26559 5.65661
H -4.41228 1.21058 3.02169
H -3.86588 -0.44889 3.00888
H -3.52931 0.59236 1.63787
H -2.66789 3.44740 2.94907
H -0.94776 3.28517 2.73443
H -1.61131 3.45163 4.35032
H 1.06564 -4.10603 3.52847
H 0.43113 -4.35793 1.91299
H -0.34827 -5.10938 3.28529
H -1.03901 -2.75647 5.69307
H -2.13231 -3.94312 5.01715
H -2.60826 -2.26496 5.07924
H -2.13920 -2.41662 0.93041
H -3.32951 -2.47341 2.21119
H -2.57945 -3.95382 1.65523
H 1.13891 2.82972 4.68963
H 1.29194 2.70741 2.94935
H 2.72148 2.89100 3.93835
H 1.16284 0.35214 6.40248
H 2.90347 0.47645 6.28253
H 2.11096 -1.05705 5.97891
H 3.39285 0.19743 2.01848
H 3.80229 -0.97813 3.25963
H 4.33300 0.69432 3.40616
*
```

Molecular formula: C22H38O3P2SSn
Method: DFT, ωB97M-V/def2-TZVPD

Properties
HOMO level (spin up / spin down) = -4.67 / -4.68 eV
Kohn-Sham gap (spin up / spin down) = 0.165 / 0.165 hartree
E_tot = -2381.72604 a.u.
Maximum force = 5.37 eV/Å

Geometry as ORCA input:
```
! RIJCOSX wB97M-V def2-TZVPD def2/J DEFGRID3
* xyz 0 1
P 0.11324 -2.02720 -4.14112
P 0.40559 1.43886 -3.74852
C -0.10463 -0.85663 -5.54830
C 0.65588 0.46174 -5.35996
H -1.18321 -0.70147 -5.71576
H 0.28543 -1.39684 -6.42621
H 1.74316 0.33323 -5.50048
H 0.32261 1.16227 -6.14672
C -1.21089 2.13936 -4.20703
H -1.56348 2.81242 -3.41691
H -1.95644 1.35144 -4.38356
H -1.06200 2.71197 -5.13104
C 1.52319 2.81369 -4.09005
H 1.10716 3.38716 -4.92810
H 2.50947 2.41373 -4.35879
H 1.59528 3.44874 -3.19894
C -0.96303 -3.41444 -4.54656
H -1.01077 -4.07946 -3.67520
H -0.53163 -3.94619 -5.40644
H -1.96812 -3.04414 -4.79122
C 1.77723 -2.64450 -4.54737
H 2.51633 -1.83260 -4.57691
H 1.71545 -3.12111 -5.53367
H 2.07166 -3.38466 -3.79539
Sn 1.42563 -0.08462 2.71017
C 0.38456 1.38678 -1.89197
C -0.98371 1.08593 -1.51209
C -1.53940 -0.16211 -1.95623
C -1.61326 -1.28590 -0.87379
C -0.67016 -2.36955 -1.21270
C 0.58575 -2.20591 -1.73917
C 1.44267 -0.96158 -1.92582
C 1.26174 0.30949 -1.11231
C 0.45837 -2.00580 3.16843
H 0.72936 2.37791 -1.54198
H -1.51132 1.77973 -0.86556
H -0.87290 -0.51584 -2.79338
H -2.53900 -0.02281 -2.40435
H -1.43289 -0.84919 0.12959
H -2.63797 -1.69619 -0.84843
H -0.99197 -3.36728 -0.92279
H 1.19981 -3.14451 -1.79697
H 1.39144 -0.61283 -2.98674
H 2.50468 -1.27587 -1.86037
H 0.80702 0.07817 -0.13758
H 2.24736 0.76974 -0.90599
H 0.89320 -2.39419 4.10003
H 0.63564 -2.71218 2.34320
H -0.61517 -1.83232 3.31277
C -0.47726 1.86649 10.06392
C -0.41609 1.54712 8.59544
C -1.10209 0.44529 8.07987
C -1.03370 0.09370 6.74515
C -0.27608 0.88737 5.85277
C 0.41665 2.01402 6.34654
C 0.33026 2.32427 7.69813
S -1.00297 1.73412 3.19419
O -0.24824 0.54100 4.55647
O -0.61067 0.70833 2.12214
O -0.01043 2.80447 3.26850
H -1.50472 2.08451 10.38961
H -0.12624 1.00318 10.64502
H 0.15516 2.72702 10.30003
H -1.70583 -0.17080 8.74788
H -1.57935 -0.75986 6.34142
H 0.97915 2.64970 5.66576
H 0.86548 3.18560 8.08539
*
```

Molecular formula: C22H39F5N3O6S2
Method: DFT, ωB97M-V/def2-TZVPD

Properties
Expectation value of S² = 2.0083
HOMO level (spin up / spin down) = -5.17 / -5.17 eV
Kohn-Sham gap (spin up / spin down) = 0.275 / 0.271 hartree
E_tot = -2773.02910 a.u.
Maximum force = 1.64 eV/Å

Geometry as ORCA input:
```
! RIJCOSX wB97M-V def2-TZVPD def2/J DEFGRID3
* xyz -1 3
O 2.77445 -1.15676 6.25395
C 2.00479 -0.64469 5.44197
O 2.20698 0.06145 4.45108
C 0.49615 -0.91711 5.74074
N -0.31935 -0.78968 4.50190
S -0.36317 -2.18966 3.51731
S -1.75040 0.00200 4.68208
O -2.42418 0.09440 3.42901
O -1.52596 1.18138 5.44461
C -2.89321 -1.02679 5.73426
F -2.86065 -2.33295 5.38931
F -2.51602 -0.91383 7.03112
C -4.36702 -0.54654 5.62653
F -4.45077 0.77298 5.72486
F -4.91887 -0.94177 4.48933
F -5.06268 -1.08930 6.63746
H 0.40259 -1.91069 6.16403
H 0.17720 -0.15818 6.44372
H -0.82162 -3.08826 4.40509
C 5.42363 1.16349 0.29552
C 4.34343 0.52995 -0.60262
C 3.90029 1.49579 -1.70480
C 3.00543 2.62608 -1.20578
C 1.80306 2.04908 -0.46158
C 2.19428 1.12154 0.68588
N 3.16546 0.08290 0.20137
O 2.55619 -0.88594 -0.38833
C 2.75582 1.94275 1.85920
C 0.95534 0.42612 1.23529
C 5.00043 -0.67817 -1.25524
H 6.10079 1.77283 -0.30612
H 5.03091 1.79481 1.08385
H 6.01280 0.38638 0.78223
H 3.35145 0.92974 -2.46548
H 4.78796 1.89835 -2.19790
H 3.57024 3.30507 -0.56116
H 2.66277 3.22112 -2.05620
H 1.18655 2.86029 -0.06965
H 1.18083 1.49652 -1.17543
H 3.21587 1.28992 2.60189
H 1.93647 2.46049 2.35489
H 3.46729 2.71422 1.56238
H 0.40498 -0.10695 0.45983
H 0.29177 1.17418 1.66623
H 1.22682 -0.27349 2.02608
H 5.23084 -1.44355 -0.51476
H 5.93386 -0.35494 -1.71986
H 4.37289 -1.12494 -2.02333
C -0.22114 -0.43758 -3.18735
C -1.33106 -1.09809 -4.02466
C -1.85967 -0.13381 -5.08924
C -2.74585 0.97126 -4.51848
C -3.89558 0.36084 -3.71825
C -3.41810 -0.57686 -2.60954
N -2.45089 -1.58022 -3.15997
O -3.06478 -2.57115 -3.70457
C -2.80379 0.24698 -1.46040
C -4.60429 -1.31951 -2.01139
C -0.67985 -2.28252 -4.72337
H 0.40380 0.19626 -3.81888
H -0.57901 0.18113 -2.37262
H 0.42463 -1.18993 -2.73388
H -2.43844 -0.70051 -5.82618
H -1.01125 0.29558 -5.62462
H -2.15530 1.64913 -3.89636
H -3.14931 1.57476 -5.33440
H -4.50746 1.14598 -3.26935
H -4.54571 -0.19266 -4.40394
H -2.26006 -0.39327 -0.76531
H -3.60086 0.74053 -0.90535
H -2.13731 1.03654 -1.79918
H -5.17858 -1.85122 -2.76665
H -5.26450 -0.59794 -1.53171
H -4.27674 -2.03735 -1.25940
H -0.38455 -3.04610 -4.00464
H 0.21580 -1.92889 -5.23571
H -1.33686 -2.74105 -5.45940
*
```

Molecular formula: C22H39N7O4Sn
Method: DFT, ωB97M-V/def2-TZVPD

Properties
HOMO level = -15.07 eV
Kohn-Sham gap = 0.351 hartree
E_tot = -1759.63801 a.u.
Maximum force = 3.62 eV/Å

Geometry as ORCA input:
```
! RIJCOSX wB97M-V def2-TZVPD def2/J DEFGRID3
* xyz 2 1
Sn -1.03217 0.54623 -1.35233
C 2.08452 0.97674 -2.84153
C 2.06338 -0.41544 -2.18955
C 3.12360 -0.56169 -1.08481
C 3.10791 0.29059 0.20952
C 3.27525 -0.63122 1.41942
C 4.23388 1.32154 0.21002
N 1.79219 1.07234 0.28150
C 1.30165 1.42893 1.64701
C 0.12259 2.39757 1.69262
N -1.15528 2.09271 0.97159
C -1.42260 3.27039 0.08939
C -0.24918 3.40790 -0.92487
O 0.32502 4.44499 -1.07427
O 0.14120 2.27483 -1.53234
C -2.34555 1.76054 1.86874
C -2.26841 2.27672 3.30325
C -2.81045 0.29742 1.75355
C -1.87024 -0.91487 1.87730
C -1.07007 -0.95114 3.17760
C -2.76999 -2.15436 1.83393
N -0.88588 -0.87308 0.70724
C -0.73247 -2.07089 -0.13539
C 0.54051 -2.00435 -0.96689
N 0.63051 -0.83841 -1.88095
C 0.10520 -1.23701 -3.20428
C -2.47777 -0.97808 -3.42433
O -3.17516 -2.17475 -3.52399
O -2.82001 0.14839 -3.47171
H 3.04319 1.46813 -2.67048
H 1.97522 0.91654 -3.92372
H 1.29710 1.62329 -2.46305
H 2.43271 -1.13016 -2.93429
H 3.22820 -1.60992 -0.80844
H 4.05242 -0.32912 -1.60696
H 4.17203 -1.22680 1.25672
H 3.42572 -0.08524 2.34975
H 2.44341 -1.33037 1.54849
H 5.19169 0.80442 0.18753
H 4.18461 1.97609 -0.66348
H 4.22232 1.93966 1.11065
H 1.89948 1.93432 -0.26412
H 1.06933 0.55773 -0.22148
H 1.09942 0.51251 2.18981
H 2.12170 1.93355 2.15509
H -0.08449 2.53863 2.75111
H 0.49464 3.35930 1.33787
H -2.35132 3.11187 -0.47431
H -1.52196 4.19772 0.65453
H -3.17977 2.31049 1.42752
H -1.55989 1.74659 3.93784
H -2.03537 3.34264 3.32526
H -3.25214 2.16142 3.75750
H -3.60384 0.17160 2.49228
H -3.32232 0.18685 0.79075
H -1.73476 -1.13514 4.02182
H -0.34645 -1.77113 3.15673
H -0.54400 -0.01783 3.37729
H -3.52059 -2.07280 2.61842
H -3.29611 -2.25739 0.88312
H -2.20917 -3.06753 2.02992
H 0.02063 -0.71953 1.13980
H -0.66821 -2.98413 0.45688
H -1.61277 -2.16011 -0.77236
H 1.38759 -1.97852 -0.28299
H 0.61149 -2.94570 -1.52254
H 0.21814 -0.41169 -3.90210
H 0.67285 -2.09706 -3.57349
N -2.97568 -6.08381 -3.32505
C -2.38040 -5.10069 -3.29144
N -1.60208 -4.01493 -3.19750
C -1.95732 -2.83629 -3.30724
N -1.26745 -1.63001 -3.18710
*
```